DFT (wB97M-V/def2-TZVPD) results for 13 unconnected molecules or ions with the total composition C62H162N12O2.

Element x y z (Å)
N (5.74, 18.15, 10.69)
H (6.29, 17.92, 11.51)
H (6.28, 17.98, 9.85)
H (5.78, 19.16, 10.73)
H (4.79, 17.81, 10.77)
N (9.10, 16.82, 14.81)
H (8.57, 15.96, 14.87)
H (10.03, 16.65, 14.44)
H (9.14, 17.33, 15.69)
H (8.66, 17.40, 14.12)
O (7.69, 17.97, 12.78)
C (8.11, 19.34, 12.78)
C (7.19, 20.64, 12.50)
O (6.46, 20.73, 11.30)
H (8.88, 19.41, 12.02)
H (8.69, 19.52, 13.69)
H (7.78, 21.54, 12.64)
H (6.44, 20.82, 13.28)
C (7.03, 18.87, 17.06)
C (8.18, 18.62, 18.02)
N (9.51, 18.33, 17.43)
C (10.49, 17.79, 18.38)
C (10.11, 16.40, 18.88)
C (10.00, 19.50, 16.67)
C (10.32, 20.75, 17.47)
H (7.20, 19.82, 16.54)
H (6.11, 18.91, 17.63)
H (6.95, 18.12, 16.28)
H (8.25, 19.45, 18.72)
H (7.86, 17.78, 18.65)
H (10.74, 18.49, 19.19)
H (11.45, 17.68, 17.89)
H (9.38, 16.54, 19.68)
H (11.01, 15.96, 19.30)
H (9.79, 15.70, 18.10)
H (10.87, 19.06, 16.20)
H (9.31, 19.76, 15.87)
H (10.61, 21.54, 16.77)
H (9.51, 21.10, 18.11)
H (11.20, 20.55, 18.08)
C (10.15, 21.96, 10.22)
C (9.44, 23.32, 10.58)
N (9.96, 24.52, 9.79)
C (9.30, 24.50, 8.48)
C (10.03, 25.40, 7.47)
C (9.53, 25.75, 10.45)
C (10.35, 25.98, 11.78)
H (10.22, 21.81, 9.15)
H (9.65, 21.07, 10.60)
H (11.18, 21.99, 10.59)
H (8.36, 23.26, 10.53)
H (9.53, 23.38, 11.66)
H (9.35, 23.48, 8.11)
H (8.22, 24.67, 8.55)
H (10.10, 26.46, 7.75)
H (11.07, 25.12, 7.35)
H (9.51, 25.44, 6.51)
H (8.48, 25.62, 10.70)
H (9.68, 26.64, 9.83)
H (10.41, 25.10, 12.43)
H (10.00, 26.84, 12.34)
H (11.41, 26.13, 11.58)
C (6.36, 25.58, 12.78)
C (6.67, 24.57, 13.91)
N (6.93, 25.16, 15.23)
C (8.03, 26.12, 15.15)
C (8.32, 26.82, 16.48)
C (6.91, 24.16, 16.32)
C (7.95, 22.99, 16.22)
H (7.16, 26.24, 12.45)
H (5.58, 26.30, 13.02)
H (6.01, 25.01, 11.92)
H (5.90, 23.81, 14.01)
H (7.57, 24.02, 13.63)
H (8.94, 25.65, 14.79)
H (7.87, 26.94, 14.44)
H (7.43, 27.18, 16.99)
H (8.80, 26.24, 17.27)
H (8.98, 27.64, 16.21)
H (5.91, 23.83, 16.60)
H (7.24, 24.68, 17.21)
H (7.79, 22.26, 17.01)
H (8.94, 23.41, 16.41)
H (7.93, 22.37, 15.32)
C (11.61, 14.51, 15.01)
C (12.44, 15.67, 14.56)
N (11.68, 16.55, 13.61)
C (11.55, 15.87, 12.31)
C (10.83, 16.76, 11.24)
C (12.33, 17.89, 13.49)
C (13.75, 17.89, 12.94)
H (12.29, 13.91, 15.62)
H (11.31, 13.84, 14.20)
H (10.76, 14.79, 15.62)
H (12.73, 16.24, 15.44)
H (13.35, 15.33, 14.07)
H (12.52, 15.56, 11.93)
H (10.97, 14.94, 12.36)
H (10.48, 16.15, 10.41)
H (9.90, 17.11, 11.69)
H (11.35, 17.61, 10.80)
H (12.28, 18.33, 14.49)
H (11.68, 18.45, 12.82)
H (13.72, 17.38, 11.97)
H (14.40, 17.35, 13.62)
H (14.13, 18.87, 12.66)
C (4.96, 13.98, 14.23)
C (5.99, 15.03, 14.57)
N (7.26, 14.49, 14.97)
C (7.83, 13.62, 13.91)
C (7.88, 14.31, 12.57)
C (7.31, 13.90, 16.32)
C (7.21, 14.91, 17.43)
H (4.05, 14.49, 13.92)
H (4.73, 13.33, 15.06)
H (5.23, 13.32, 13.40)
H (6.02, 15.74, 13.75)
H (5.55, 15.55, 15.43)
H (7.31, 12.67, 13.80)
H (8.88, 13.36, 14.07)
H (6.91, 14.56, 12.15)
H (8.46, 13.80, 11.80)
H (8.41, 15.25, 12.70)
H (6.49, 13.19, 16.38)
H (8.32, 13.49, 16.26)
H (7.70, 14.51, 18.31)
H (7.70, 15.85, 17.20)
H (6.19, 15.14, 17.76)
C (11.16, 21.47, 13.89)
C (12.16, 22.59, 14.13)
N (13.52, 22.22, 13.68)
C (14.51, 23.22, 14.12)
C (14.94, 23.13, 15.54)
C (13.71, 21.84, 12.29)
C (13.62, 23.06, 11.24)
H (11.09, 21.31, 12.82)
H (10.17, 21.75, 14.24)
H (11.59, 20.55, 14.31)
H (11.82, 23.53, 13.70)
H (12.14, 22.74, 15.21)
H (15.40, 23.01, 13.54)
H (14.18, 24.21, 13.78)
H (15.32, 22.14, 15.78)
H (15.76, 23.83, 15.75)
H (14.12, 23.38, 16.21)
H (12.98, 21.07, 12.02)
H (14.67, 21.32, 12.25)
H (13.75, 22.73, 10.21)
H (14.34, 23.86, 11.38)
H (12.70, 23.60, 11.42)
C (6.22, 19.31, 7.01)
C (6.70, 17.90, 7.14)
N (7.29, 17.70, 8.49)
C (7.68, 16.31, 8.86)
C (6.55, 15.32, 8.92)
C (8.29, 18.69, 8.97)
C (9.64, 18.65, 8.30)
H (5.60, 19.60, 7.86)
H (5.61, 19.56, 6.15)
H (7.10, 19.96, 7.07)
H (5.85, 17.22, 7.08)
H (7.37, 17.58, 6.34)
H (8.47, 15.98, 8.20)
H (8.17, 16.30, 9.84)
H (5.83, 15.36, 8.10)
H (6.95, 14.32, 8.76)
H (6.07, 15.37, 9.90)
H (8.48, 18.44, 10.01)
H (7.91, 19.71, 8.96)
H (10.29, 19.39, 8.77)
H (9.62, 19.00, 7.26)
H (10.23, 17.75, 8.45)
C (3.59, 17.47, 13.42)
C (3.27, 16.56, 12.26)
N (3.17, 17.31, 10.99)
C (2.33, 18.54, 10.99)
C (0.83, 18.28, 11.15)
C (2.96, 16.40, 9.84)
C (3.13, 17.06, 8.50)
H (3.69, 16.90, 14.34)
H (2.80, 18.20, 13.57)
H (4.47, 18.11, 13.31)
H (4.15, 15.91, 12.20)
H (2.32, 16.04, 12.43)
H (2.64, 19.24, 11.76)
H (2.56, 19.12, 10.09)
H (0.59, 17.82, 12.11)
H (0.29, 19.22, 11.07)
H (0.50, 17.52, 10.43)
H (2.00, 15.88, 9.85)
H (3.78, 15.67, 9.81)
H (4.08, 17.60, 8.48)
H (2.35, 17.79, 8.28)
H (3.15, 16.26, 7.77)
C (4.34, 20.87, 15.64)
C (3.48, 22.13, 15.53)
N (2.44, 22.02, 14.52)
C (1.52, 23.12, 14.66)
C (0.65, 23.13, 15.98)
C (3.05, 21.88, 13.18)
C (2.03, 21.81, 11.98)
H (5.16, 21.10, 16.32)
H (4.82, 20.61, 14.69)
H (3.85, 19.98, 16.04)
H (3.12, 22.45, 16.50)
H (4.09, 23.03, 15.36)
H (0.85, 23.14, 13.81)
H (2.10, 24.04, 14.62)
H (1.14, 23.54, 16.87)
H (0.34, 22.13, 16.27)
H (-0.25, 23.72, 15.82)
H (3.82, 22.65, 13.06)
H (3.64, 20.96, 13.13)
H (1.21, 21.12, 12.19)
H (1.55, 22.75, 11.73)
H (2.59, 21.42, 11.12)
C (4.72, 22.88, 8.50)
C (5.45, 23.66, 7.36)
N (4.63, 24.59, 6.58)
C (4.01, 25.64, 7.42)
C (5.06, 26.67, 7.83)
C (3.64, 23.89, 5.75)
C (4.29, 23.27, 4.58)
H (3.85, 22.34, 8.11)
H (4.38, 23.61, 9.23)
H (5.37, 22.18, 9.02)
H (6.31, 24.14, 7.81)
H (5.86, 22.92, 6.66)
H (3.27, 26.17, 6.82)
H (3.46, 25.23, 8.26)
H (4.57, 27.45, 8.40)
H (5.82, 26.21, 8.46)
H (5.51, 27.12, 6.94)
H (3.04, 24.67, 5.28)
H (2.97, 23.26, 6.34)
H (4.53, 22.22, 4.73)
H (5.17, 23.83, 4.26)
H (3.57, 23.30, 3.76)

Values from the calculation:
* HOMO-LUMO gap: 6.163 eV
* HOMO: -0.20978 Eh
* total charge: 0
* 2S+1: 1

---

DFT (wB97M-V/def2-TZVPD) results for a molecular structure, C29H37N5OTm.

Element x y z (Å)
Tm (-1.18, -0.14, -0.90)
N (-4.02, 0.14, -0.52)
N (0.47, 0.06, -3.09)
C (0.16, -1.08, 1.73)
C (-0.53, -2.08, 0.96)
C (-1.94, -1.91, 1.24)
C (-3.03, -2.81, 0.84)
H (-2.67, -3.74, 0.39)
H (-3.65, -2.31, -0.05)
H (-3.74, -3.01, 1.67)
C (-2.09, -0.80, 2.12)
C (-3.33, -0.50, 2.87)
H (-3.41, -1.12, 3.78)
H (-4.23, -0.70, 2.27)
H (-3.38, 0.54, 3.20)
C (-0.81, -0.29, 2.41)
C (-0.54, 0.70, 3.48)
H (-1.13, 1.62, 3.33)
H (0.51, 0.98, 3.55)
H (-0.83, 0.30, 4.47)
C (0.09, -3.29, 0.35)
H (0.33, -4.06, 1.10)
H (1.03, -3.04, -0.16)
H (-0.57, -3.76, -0.39)
C (1.62, -1.11, 2.03)
H (2.00, -0.14, 2.37)
H (2.21, -1.39, 1.15)
H (1.86, -1.85, 2.83)
C (-5.15, 0.89, -0.47)
H (-5.81, 0.79, 0.39)
C (-5.54, 1.71, -1.52)
H (-6.34, 2.42, -1.39)
C (-4.80, 1.54, -2.70)
H (-4.88, 2.32, -3.45)
C (-3.90, 0.47, -2.84)
H (-3.21, 0.44, -3.70)
C (-3.78, -0.51, -1.71)
C (-3.85, -1.96, -1.57)
H (-3.00, -2.47, -2.27)
C (1.19, 0.12, -2.02)
C (1.21, -0.46, -4.15)
H (0.69, -0.81, -4.98)
C (2.51, -0.33, -3.79)
H (3.44, -0.50, -4.29)
N (2.51, 0.14, -2.43)
C (3.48, 0.18, -1.40)
C (4.30, -0.95, -1.27)
C (5.36, -0.77, -0.39)
H (6.15, -1.51, -0.39)
C (5.40, 0.33, 0.46)
C (6.60, 0.56, 1.29)
H (6.34, 1.11, 2.19)
H (7.35, 1.14, 0.75)
H (7.06, -0.39, 1.57)
C (4.34, 1.24, 0.51)
H (4.35, 2.05, 1.24)
C (3.31, 1.17, -0.41)
C (2.12, 2.08, -0.31)
H (1.51, 2.15, -1.23)
H (2.46, 3.09, -0.05)
H (1.43, 1.78, 0.51)
C (4.00, -2.24, -1.98)
H (4.08, -2.17, -3.07)
H (3.00, -2.64, -1.73)
H (4.72, -2.99, -1.64)
N (-3.28, 3.15, 0.97)
C (-2.04, 3.00, 0.47)
N (-1.32, 4.14, 0.49)
O (-1.56, 1.89, 0.00)
H (-3.60, 4.07, 1.23)
H (-3.95, 2.38, 1.03)
H (-0.35, 4.15, 0.19)
H (-1.73, 4.99, 0.83)

Values from the calculation:
* HOMO-LUMO gap (spin up / spin down): 5.158 / 4.552 eV
* HOMO (spin up / spin down): -0.10532 / -0.08301 Eh
* total charge: -1
* 2S+1: 3

---

DFT (wB97M-V/def2-TZVPD) results for 3 unconnected molecules or ions with the total composition C12H28INO4.

Element x y z (Å)
C (-1.10, -5.77, 0.96)
C (-0.65, -5.63, -0.50)
I (-1.98, -6.79, -1.76)
C (0.79, -6.11, -0.76)
N (1.79, -5.05, -0.87)
C (1.57, -4.08, -1.85)
O (1.47, -4.31, -3.03)
O (1.57, -2.79, -1.37)
H (-0.26, -6.05, 1.61)
H (-1.87, -6.52, 1.09)
H (-1.49, -4.83, 1.32)
H (-0.79, -4.60, -0.80)
H (0.85, -6.76, -1.62)
H (1.09, -6.72, 0.09)
H (2.06, -4.65, 0.01)
H (1.01, -2.76, -0.59)
C (0.34, 3.37, -2.50)
C (0.83, 2.25, -1.59)
O (-0.05, 1.15, -1.50)
C (-0.31, 0.47, -2.72)
C (0.91, -0.11, -3.39)
H (-0.63, 3.72, -2.17)
H (1.04, 4.20, -2.47)
H (0.26, 3.04, -3.53)
H (0.92, 2.63, -0.57)
H (1.84, 1.93, -1.88)
H (-0.86, 1.12, -3.41)
H (-1.00, -0.34, -2.45)
H (1.62, 0.66, -3.69)
H (0.62, -0.67, -4.28)
H (1.43, -0.79, -2.71)
C (-0.41, 2.63, 1.97)
C (-1.41, 2.94, 3.07)
O (-0.83, 3.48, 4.24)
C (-0.14, 4.70, 4.09)
C (-0.99, 5.84, 3.57)
H (0.35, 1.94, 2.33)
H (-0.92, 2.18, 1.11)
H (0.09, 3.53, 1.61)
H (-1.90, 2.02, 3.39)
H (-2.20, 3.60, 2.69)
H (0.75, 4.56, 3.46)
H (0.23, 4.95, 5.09)
H (-1.37, 5.65, 2.57)
H (-0.40, 6.76, 3.53)
H (-1.85, 6.01, 4.23)

Values from the calculation:
* HOMO-LUMO gap: 9.726 eV
* HOMO: -0.35334 Eh
* total charge: 0
* 2S+1: 1

---

DFT (wB97M-V/def2-TZVPD) results for 7 unconnected molecules or ions with the total composition C34H86ClN6O15.

Element x y z (Å)
Cl (-0.18, -0.85, 0.48)
O (-0.13, -1.93, -0.48)
O (-0.04, 0.42, -0.22)
O (-1.46, -0.88, 1.14)
O (0.83, -0.95, 1.52)
C (-5.05, 0.68, 2.15)
O (-4.88, -0.44, 1.34)
C (-4.87, -1.66, 2.04)
C (-4.82, -2.79, 1.05)
N (-3.71, -2.70, 0.10)
C (-4.00, -3.53, -1.09)
C (-2.96, -3.30, -2.18)
O (-2.75, -1.95, -2.40)
C (-1.80, -1.77, -3.38)
H (-6.12, 0.90, 2.30)
H (-4.62, 1.52, 1.61)
H (-4.54, 0.68, 3.12)
H (-5.76, -1.78, 2.68)
H (-4.06, -1.63, 2.78)
H (-5.75, -2.78, 0.47)
H (-4.84, -3.73, 1.65)
H (-2.96, -3.27, 0.50)
H (-4.96, -3.23, -1.53)
H (-4.09, -4.59, -0.81)
H (-3.26, -3.79, -3.12)
H (-1.99, -3.76, -1.89)
H (-1.55, -0.71, -3.52)
H (-2.07, -2.14, -4.38)
H (-0.83, -2.20, -3.10)
C (1.60, 5.77, 0.50)
O (0.72, 4.74, 0.86)
C (1.41, 3.59, 1.27)
C (0.45, 2.64, 1.97)
N (-0.15, 3.30, 3.14)
C (-1.32, 2.51, 3.52)
C (-2.13, 3.15, 4.62)
O (-1.45, 3.03, 5.86)
C (-1.98, 3.85, 6.87)
H (2.12, 6.16, 1.38)
H (1.01, 6.56, 0.04)
H (2.38, 5.46, -0.21)
H (2.23, 3.84, 1.96)
H (1.88, 3.10, 0.41)
H (1.03, 1.77, 2.27)
H (-0.34, 2.37, 1.27)
H (-0.56, 4.18, 2.83)
H (-1.04, 1.50, 3.84)
H (-2.01, 2.35, 2.67)
H (-3.12, 2.67, 4.71)
H (-2.33, 4.20, 4.36)
H (-3.05, 4.03, 6.74)
H (-1.42, 4.78, 6.97)
H (-1.91, 3.30, 7.82)
C (1.71, 4.01, -2.85)
O (1.39, 2.83, -3.51)
C (1.81, 1.68, -2.80)
C (1.22, 0.44, -3.42)
N (1.98, -0.01, -4.60)
C (1.38, -1.28, -5.09)
C (2.23, -2.11, -6.01)
O (2.21, -1.65, -7.36)
C (3.17, -0.68, -7.67)
H (0.98, 4.21, -2.05)
H (1.72, 4.84, -3.56)
H (2.70, 3.97, -2.36)
H (1.46, 1.74, -1.75)
H (2.91, 1.61, -2.75)
H (0.16, 0.62, -3.62)
H (1.30, -0.32, -2.64)
H (1.79, 0.69, -5.31)
H (0.42, -1.02, -5.56)
H (1.08, -1.85, -4.20)
H (1.82, -3.12, -6.03)
H (3.25, -2.24, -5.64)
H (3.24, -0.58, -8.75)
H (4.16, -0.96, -7.28)
H (2.96, 0.29, -7.20)
C (9.89, -2.08, -4.86)
O (8.47, -2.13, -4.88)
C (7.89, -1.42, -3.82)
C (6.37, -1.50, -3.95)
N (5.86, -2.87, -3.93)
C (5.82, -3.42, -2.56)
C (4.67, -2.84, -1.77)
O (4.74, -3.40, -0.48)
C (3.65, -3.05, 0.36)
H (10.23, -2.43, -5.82)
H (10.30, -2.69, -4.04)
H (10.25, -1.05, -4.72)
H (8.19, -0.37, -3.80)
H (8.19, -1.87, -2.86)
H (6.04, -1.00, -4.86)
H (5.99, -0.90, -3.11)
H (6.58, -3.39, -4.42)
H (6.77, -3.28, -2.03)
H (5.69, -4.50, -2.64)
H (3.73, -3.09, -2.30)
H (4.77, -1.75, -1.71)
H (2.82, -3.75, 0.22)
H (3.27, -2.03, 0.20)
H (3.97, -3.14, 1.40)
C (1.91, -3.44, 3.57)
O (1.34, -3.85, 4.78)
C (0.76, -2.75, 5.47)
C (-0.41, -2.15, 4.72)
N (-1.25, -1.39, 5.68)
C (-2.52, -1.04, 5.03)
C (-3.33, -0.11, 5.93)
O (-4.65, -0.05, 5.40)
C (-5.53, 0.60, 6.25)
H (2.75, -2.74, 3.73)
H (1.23, -2.87, 2.93)
H (2.27, -4.30, 3.02)
H (1.55, -2.01, 5.65)
H (0.40, -3.14, 6.43)
H (-1.02, -2.94, 4.29)
H (-0.09, -1.44, 3.96)
H (-0.83, -0.48, 5.87)
H (-3.14, -1.92, 4.87)
H (-2.32, -0.55, 4.07)
H (-2.89, 0.90, 5.97)
H (-3.37, -0.58, 6.92)
H (-5.69, 0.05, 7.19)
H (-6.50, 0.73, 5.77)
H (-5.15, 1.61, 6.50)
C (-1.76, 3.40, -1.14)
C (-2.79, 2.33, -0.78)
C (-4.18, 2.92, -0.91)
O (-5.13, 1.91, -0.77)
C (-6.46, 2.33, -0.84)
N (-2.62, 1.11, -1.61)
H (-1.95, 4.33, -0.59)
H (-1.85, 3.68, -2.20)
H (-0.75, 3.03, -0.99)
H (-2.61, 2.11, 0.28)
H (-4.32, 3.48, -1.86)
H (-4.35, 3.66, -0.10)
H (-7.05, 1.45, -0.56)
H (-6.71, 2.68, -1.85)
H (-6.67, 3.08, -0.07)
H (-2.75, 1.44, -2.57)
H (-1.60, 1.03, -1.50)

Values from the calculation:
* HOMO-LUMO gap: 8.216 eV
* HOMO: -0.21854 Eh
* energy relative to the best compared isomer or geometry (same formula, charge and spin): 9.41 kcal/mol
* total charge: -1
* 2S+1: 1

---

no.,E_tot (eV),strongest force on any atom (Eh/bohr)
1,-88891.789,0.0526
2,-69696.693,0.0919
3,-30677.946,0.0203
4,-88815.477,0.0420